{
  "formula": "C32H45FIN6O3S",
  "method": "ωB97M-V with the def2-TZVPD basis set",
  "species": ["C", "C", "C", "N", "C", "C", "C", "C", "C", "F", "C", "C", "C", "S", "C", "N", "N", "C", "O", "C", "I", "C", "C", "C", "C", "N", "O", "C", "N", "C", "C", "O", "C", "C", "H", "H", "H", "H", "H", "H", "H", "H", "H", "H", "H", "H", "H", "H", "H", "H", "H", "H", "H", "H", "H", "H", "H", "H", "H", "C", "C", "C", "C", "N", "C", "C", "C", "C", "C", "H", "H", "H", "H", "H", "H", "H", "H", "H", "H", "H", "H", "H", "H", "H", "H", "H", "H", "H", "H"],
  "positions_angstrom": [[2.568, 0.275, 3.249], [1.432, 0.500, 2.939], [0.066, 0.828, 2.640], [-0.232, 1.113, 1.398], [-1.522, 1.465, 1.133], [-1.880, 1.809, -0.202], [-0.813, 1.740, -1.270], [-1.078, 0.688, -2.376], [-0.060, -0.418, -2.391], [-0.142, -1.198, -1.237], [-3.166, 2.200, -0.482], [-3.569, 2.702, -1.847], [-3.730, 4.243, -1.823], [-2.123, 5.049, -2.085], [-1.822, 5.671, -0.492], [-2.653, 5.932, 0.459], [-1.879, 6.392, 1.516], [-0.664, 6.386, 1.115], [-0.541, 5.925, -0.164], [-4.144, 2.174, 0.572], [-6.158, 2.628, 0.146], [-3.826, 1.838, 1.862], [-4.831, 1.803, 2.983], [-5.514, 0.432, 3.053], [-6.706, 0.450, 3.988], [-6.886, -0.714, 4.731], [-7.414, 1.420, 4.121], [-2.480, 1.482, 2.156], [-2.158, 1.145, 3.440], [-0.914, 0.843, 3.680], [-0.518, 0.517, 5.104], [0.237, 1.546, 5.692], [-0.477, 2.774, 5.825], [0.034, 3.826, 4.826], [3.616, 0.187, 3.412], [0.139, 1.503, -0.803], [-0.697, 2.727, -1.718], [-1.022, 1.173, -3.357], [-2.085, 0.275, -2.301], [0.955, -0.025, -2.508], [-0.251, -1.089, -3.239], [-4.505, 2.237, -2.155], [-2.825, 2.468, -2.606], [-4.373, 4.571, -2.637], [-4.137, 4.572, -0.872], [0.210, 6.686, 1.664], [-5.574, 2.590, 2.877], [-4.325, 1.967, 3.932], [-4.788, -0.302, 3.416], [-5.819, 0.110, 2.054], [-7.833, -0.779, 5.087], [-6.634, -1.542, 4.204], [-1.431, 0.300, 5.669], [0.089, -0.390, 5.109], [-0.312, 3.137, 6.841], [-1.550, 2.615, 5.710], [-0.778, 4.313, 4.285], [0.595, 4.610, 5.335], [0.720, 3.351, 4.124], [7.135, -4.163, -3.326], [6.477, -4.124, -1.950], [5.322, -5.113, -1.773], [4.170, -5.116, -2.772], [3.258, -3.910, -2.801], [3.876, -2.714, -3.485], [3.680, -2.975, -4.963], [2.251, -3.523, -5.021], [2.045, -4.238, -3.680], [2.803, -3.560, -1.426], [6.420, -4.028, -4.141], [7.881, -3.374, -3.418], [7.639, -5.117, -3.487], [6.159, -3.107, -1.702], [7.228, -4.371, -1.199], [4.928, -5.030, -0.759], [5.735, -6.124, -1.832], [3.519, -5.951, -2.513], [4.512, -5.277, -3.793], [3.308, -1.841, -3.163], [4.909, -2.599, -3.181], [4.396, -3.711, -5.329], [3.809, -2.072, -5.554], [2.098, -4.190, -5.866], [1.535, -2.708, -5.118], [1.979, -5.317, -3.777], [1.160, -3.878, -3.161], [3.654, -3.216, -0.843], [2.356, -4.440, -0.969], [2.066, -2.762, -1.493]],
  "lowdin_charge": [0.1520, -0.0599, -0.2274, 0.2013, -0.1265, -0.1061, -0.1333, -0.1648, -0.2289, -0.0624, -0.2191, -0.2513, -0.4447, 1.0214, -0.6969, 0.0585, 0.0600, -0.1771, 0.0268, -0.5080, 1.0900, -0.2129, -0.1968, -0.1254, -0.5296, 0.1385, 0.0727, -0.1299, 0.2152, -0.1856, -0.1654, -0.1363, -0.2386, -0.0562, 0.0350, 0.0982, 0.0788, 0.1198, 0.1226, 0.1147, 0.1072, 0.0741, 0.0804, 0.0801, 0.0304, 0.1313, 0.0665, 0.1150, 0.1157, 0.1053, 0.1038, 0.0925, 0.1299, 0.1276, 0.1167, 0.1090, 0.0677, 0.0696, 0.0679, -0.0891, -0.2522, -0.1747, -0.1115, -0.2528, -0.0913, -0.1390, -0.1242, -0.0695, 0.0273, 0.0513, 0.0846, 0.0873, 0.0953, 0.1172, 0.1112, 0.1317, 0.1347, 0.1325, 0.1401, 0.1108, 0.1080, 0.1306, 0.1232, 0.1151, 0.1304, 0.1282, 0.1096, 0.1242, 0.0974],
  "homo_energy_ev": -10.2,
  "multiplicity": 1,
  "homo_lumo_gap_ha": 0.29079,
  "e_tot_ev": -70642.5550,
  "lumo_energy_ev": -2.28,
  "total_charge": 1
}

{
  "formula": "C8H11N4",
  "method": "ωB97M-V with the def2-TZVPD basis set",
  "species": ["C", "C", "C", "C", "C", "C", "C", "C", "N", "N", "N", "N", "H", "H", "H", "H", "H", "H", "H", "H", "H", "H", "H"],
  "positions_angstrom": [[-0.801, 0.200, -2.684], [0.141, 1.542, -1.298], [-1.042, -0.378, -1.454], [0.097, -0.605, 2.767], [-0.665, -0.579, 1.558], [1.136, 0.871, 1.538], [-1.783, -1.624, -1.202], [2.231, 0.591, 0.606], [-0.151, 1.365, -2.501], [1.054, 0.251, 2.723], [-0.470, 0.524, -0.554], [-0.236, 0.326, 0.718], [-1.077, -0.174, -3.741], [0.503, 2.455, -0.947], [-0.075, -1.323, 3.713], [-1.403, -1.252, 1.357], [0.924, 1.982, 1.525], [-2.899, -1.480, -0.897], [-1.887, -2.188, -2.190], [-1.162, -2.045, -0.329], [2.125, -0.395, 0.186], [3.195, 0.636, 1.315], [2.242, 1.300, -0.209]],
  "nbo_charge": [-0.0487, 0.1456, 0.0926, 0.0588, 0.0584, 0.1363, -0.6549, -0.6467, -0.3746, -0.3051, -0.1857, -0.0353, 0.2491, 0.2217, 0.2751, 0.2399, 0.2623, 0.2527, 0.2811, 0.2049, 0.2358, 0.2848, 0.2519],
  "homo_energy_ev": -12.9,
  "multiplicity": 1,
  "homo_lumo_gap_ha": 0.26650,
  "smiles": "Cc1cncn1[N+]1=CC=N[C@H]1C",
  "e_tot_ev": -14424.0779,
  "relative_energy_ev": 3.9976,
  "lumo_energy_ev": -5.66,
  "total_charge": 1
}

{
  "formula": "C12H16AlCl2N2O2P",
  "method": "ωB97M-V with the def2-TZVPD basis set",
  "species": ["C", "C", "H", "H", "H", "O", "Cl", "Al", "P", "C", "C", "H", "H", "H", "C", "H", "H", "H", "H", "H", "H", "C", "O", "Cl", "N", "C", "C", "C", "C", "N", "C", "C", "H", "H", "H", "H"],
  "positions_angstrom": [[-4.034, -1.120, -2.994], [-2.744, -0.954, -2.295], [-3.903, -1.468, -4.022], [-4.550, -0.152, -3.009], [-4.646, -1.840, -2.426], [-1.621, -1.333, -2.563], [-3.013, -0.017, -0.704], [-0.815, 0.396, 0.047], [-0.253, -1.664, 0.988], [1.369, -2.400, 0.661], [-0.277, -1.426, 2.779], [-2.442, -2.737, 0.815], [-1.118, -3.859, 1.278], [-1.307, -3.321, -0.428], [-1.403, -3.025, 0.623], [-1.018, -0.666, 3.052], [-0.531, -2.375, 3.267], [1.385, -3.407, 1.099], [2.163, -1.794, 1.113], [0.711, -1.083, 3.113], [1.547, -2.471, -0.418], [0.288, -0.362, -1.719], [1.013, -0.415, -2.621], [-1.699, 1.804, 1.438], [4.473, 5.563, 0.776], [3.775, 4.653, 0.538], [2.848, 3.562, 0.293], [1.795, 3.696, -0.614], [0.839, 2.693, -0.721], [0.901, 1.614, 0.080], [1.927, 1.437, 0.929], [2.926, 2.396, 1.053], [1.722, 4.592, -1.226], [0.012, 2.763, -1.437], [1.946, 0.496, 1.492], [3.732, 2.225, 1.761]],
  "nbo_charge": [-0.7507, 0.6576, 0.2975, 0.2863, 0.2998, -0.4843, 0.0112, 1.3175, 0.8383, -0.9331, -0.9478, 0.2657, 0.2783, 0.2628, -0.9280, 0.2802, 0.2784, 0.2862, 0.2612, 0.2649, 0.2571, 0.5355, -0.3473, -0.4837, -0.1357, 0.2003, -0.0435, -0.1600, 0.0553, -0.6064, 0.0628, -0.1631, 0.2737, 0.2270, 0.2141, 0.2719],
  "homo_energy_ev": -16.7,
  "multiplicity": 1,
  "homo_lumo_gap_ha": 0.31905,
  "e_tot_ev": -60696.3259,
  "lumo_energy_ev": -7.98,
  "total_charge": 2
}

{
  "formula": "C19H22N2O5S",
  "method": "ωB97M-V with the def2-TZVPD basis set",
  "species": ["C", "H", "O", "C", "C", "C", "C", "C", "C", "O", "C", "H", "H", "H", "H", "S", "O", "O", "N", "C", "C", "C", "C", "C", "C", "C", "O", "N", "C", "C", "H", "H", "C", "C", "H", "H", "H", "H", "H", "H", "H", "H", "H", "H", "H", "H", "H", "H", "H"],
  "positions_angstrom": [[-6.447, -0.879, 0.908], [-6.544, -0.868, -0.253], [-5.038, -1.262, 1.077], [-4.031, -0.745, 0.638], [-2.869, -1.505, 0.900], [-1.716, -0.909, 0.746], [-1.714, 0.199, 0.097], [-2.803, 0.986, -0.589], [-4.083, 0.492, -0.208], [-5.161, 1.023, -0.493], [-5.193, 2.450, -1.229], [-6.275, 2.638, -1.515], [-4.624, 1.899, -2.324], [-4.592, 3.136, -0.673], [-2.678, 1.842, -1.185], [-0.132, 0.994, -0.424], [-0.230, 2.033, -1.300], [0.749, -0.052, -1.025], [0.658, 1.621, 0.885], [1.896, 1.879, 0.941], [2.257, 3.137, 0.478], [3.526, 3.561, 0.630], [4.606, 2.599, 0.691], [4.174, 1.218, 1.010], [2.891, 0.993, 0.661], [2.501, -0.559, 1.041], [1.542, -1.064, 1.852], [3.032, -1.350, 0.245], [3.668, -1.306, -0.827], [3.252, -2.372, -1.825], [3.917, -2.432, -2.762], [2.232, -2.020, -2.426], [3.034, -3.483, -0.945], [2.420, -2.989, 0.267], [2.691, -3.437, 1.218], [1.392, -2.592, 0.292], [2.348, -4.259, -1.547], [3.956, -3.987, -0.481], [3.557, -0.214, -1.288], [4.703, -1.288, -0.657], [5.072, 0.326, 1.111], [5.520, 2.817, 0.826], [3.840, 4.445, 0.317], [1.484, 3.746, 0.482], [0.370, 0.766, 1.496], [-0.590, -1.364, 0.995], [-2.894, -2.330, 1.692], [-7.033, -1.741, 1.342], [-6.639, 0.206, 1.139]],
  "nbo_charge": [-0.2770, 0.1958, -0.4752, 0.3426, -0.2866, -0.2384, -0.2945, -0.3035, 0.2587, -0.5290, -0.2603, 0.2300, 0.2124, 0.2144, 0.2455, 2.2855, -0.9627, -0.9927, -0.8672, 0.1537, -0.1716, -0.2009, -0.1779, -0.1725, -0.1193, 0.6873, -0.7775, -0.3960, -0.2196, -0.4072, 0.2350, 0.2309, -0.4861, -0.1856, 0.2196, 0.2443, 0.2440, 0.2136, 0.2203, 0.1820, 0.2197, 0.1809, 0.1985, 0.2064, 0.4275, 0.2865, 0.2305, 0.2197, 0.2159],
  "homo_energy_ev": -7.7,
  "multiplicity": 1,
  "homo_lumo_gap_ha": 0.29782,
  "e_tot_ev": -44098.4075,
  "relative_energy_ev": 16.2233,
  "lumo_energy_ev": 0.36,
  "total_charge": 0
}